Below is a molecular structure, C6H13NO3 in a non-equilibrium geometry, with properties calculated with ωB97M-V/def2-TZVPD.

Cartesian coordinates (Å):
C -1.86 0.20 1.08
C 0.59 1.93 1.07
N -0.90 0.18 -0.03
C 0.03 1.38 -0.21
O -1.58 -0.01 -1.25
O -0.14 2.02 -1.23
H -1.26 0.77 -1.77
H -1.32 0.05 2.00
H -2.57 -0.61 0.92
H -2.40 1.15 1.08
H -0.20 2.45 1.61
H 1.37 2.63 0.82
H 0.98 1.14 1.71
C 1.68 -0.16 -0.92
C 0.17 -2.38 -0.62
C 0.39 -1.11 0.18
O 0.67 -1.14 1.37
H -0.06 -2.18 -1.66
H 2.22 0.76 -0.71
H 1.32 -0.20 -1.95
H 2.40 -0.97 -0.80
H 1.08 -2.97 -0.55
H -0.63 -2.95 -0.15

Its HOMO-LUMO gap is 8.9 eV. As for the energy relative to the best compared isomer or geometry (same formula, charge and spin): 499.5 kJ/mol. The HOMO energy is -8.27 eV.